1.
47
Properties=species:S:1:pos:R:3:mulliken_charge:R:1 method="wB97M-V/def2-TZVPD" lumo_ev=-1.728 total_charge=0 spin_multiplicity=1 homo_lumo_gap_ev=7.70 energy_ev=-39194.6418 smiles="COCCCCCCCCCc1cccc2c1C(=O)N(Cl)C2=O" e_above_lowest_kj_mol=1614.31 homo_ev=-9.43
C -3.52934 0.00565 3.52897 -0.4902
O -3.37677 1.37513 3.01211 -0.3715
C -1.98894 1.84248 3.15128 -0.5741
C -1.32576 2.00568 1.62441 -0.0232
C -0.28319 3.26573 1.72529 -0.6896
C 0.73293 3.43512 0.44944 -0.5983
C 1.30052 1.96667 -0.09332 -0.1695
C 2.77383 2.04851 -0.80652 -0.7079
C 3.23796 0.61530 -1.45872 -0.5497
C 3.15508 -0.66480 -0.41328 -0.3621
C 2.57375 -1.98658 -1.18984 -0.7244
C 1.00791 -2.35088 -0.86909 0.7722
C 0.39725 -2.76511 0.61322 -0.5333
C -1.21630 -3.16360 0.79797 -0.3293
C -2.28995 -3.18272 -0.48165 -0.5013
C -1.68939 -2.73717 -1.94042 0.0659
C -0.10637 -2.34791 -2.11349 -0.1438
C 0.07861 -1.98792 -3.70227 0.3546
O 1.06959 -1.38963 -4.37158 -0.5247
N -1.20784 -2.42474 -4.43194 -0.1450
Cl -1.69826 -1.16111 -5.55120 -0.0270
C -2.36447 -2.59870 -3.42773 0.4461
O -3.63011 -2.58187 -3.85243 -0.5369
H -2.56734 -0.66498 3.44102 0.1797
H -4.36796 -0.52374 2.90041 0.2326
H -3.77547 0.06878 4.68820 0.2452
H -1.85990 2.86516 3.70468 0.3213
H -1.27198 1.06874 3.70275 0.2642
H -2.20269 2.15504 0.85273 0.2354
H -0.83835 0.96821 1.38977 0.0786
H 0.34415 3.24057 2.71955 0.3007
H -0.95560 4.25230 1.74530 0.3108
H 0.28087 3.99633 -0.47497 0.3240
H 1.70089 3.99212 0.87146 0.2464
H 1.26833 1.26080 0.86902 0.0778
H 0.54436 1.46479 -0.85972 0.1825
H 2.66236 2.82132 -1.70978 0.2665
H 3.61955 2.45053 -0.07827 0.2992
H 2.53978 0.41450 -2.38997 0.2299
H 4.35656 0.77565 -1.84320 0.2883
H 4.28910 -0.91640 -0.13764 0.3406
H 2.62912 -0.42015 0.60352 0.2968
H 3.25921 -2.90393 -0.88191 0.3391
H 2.73960 -1.81243 -2.35015 0.3314
H 1.08774 -2.78796 1.56749 0.3118
H -1.68069 -3.48823 1.84707 0.3255
H -3.42239 -3.49455 -0.37656 0.3347

2.
63
Properties=species:S:1:pos:R:3:lowdin_spin:R:1 method="wB97M-V/def2-TZVPD" lumo_ev="-12.486 / -12.660" total_charge=+3 spin_multiplicity=4 homo_lumo_gap_ev="5.70 / 5.52" energy_ev=-97656.7025 e_above_lowest_kj_mol=0.00 homo_ev="-18.19 / -18.18"
Tc -0.29504 -0.46799 0.10439 2.5216
C 4.02014 -1.90994 1.55017 0.0008
Si 3.22754 -1.48092 -0.06103 0.0063
C 2.38434 -2.95800 -0.79618 0.0016
C 4.18140 -0.59754 -1.37376 0.0025
N 1.85276 -0.16004 0.35421 -0.0010
C 2.18637 1.02235 0.71754 0.0188
C 3.53441 1.44297 1.13677 -0.0011
C 3.80217 2.73924 1.36304 0.0073
C 2.77637 3.72921 1.18859 0.0163
C 1.46925 3.42900 0.83915 0.0030
C 1.15654 2.10586 0.66549 0.0049
O -0.05690 1.66006 0.35207 0.0076
C -1.11789 2.64126 0.05203 0.0019
C -1.20666 3.07544 -1.25142 -0.0003
C -2.21127 3.99774 -1.52445 0.0001
C -3.05594 4.43366 -0.50907 -0.0007
C -2.91643 3.95866 0.79078 0.0001
C -1.92160 3.03516 1.09677 -0.0003
H 4.56926 -2.84315 1.38577 0.0002
H 3.27966 -2.10440 2.32873 0.0001
H 4.74106 -1.19080 1.93527 0.0000
H 3.19886 -3.54699 -1.23275 0.0001
H 1.72261 -2.72376 -1.63463 -0.0001
H 1.92704 -3.62345 -0.06033 -0.0001
H 4.89974 -1.31107 -1.78934 0.0004
H 4.75330 0.26306 -1.03001 0.0001
H 3.52993 -0.28540 -2.19444 0.0001
H 4.28885 0.68823 1.29052 -0.0002
H 4.78511 3.05802 1.68279 0.0001
H 3.03783 4.76907 1.35704 0.0006
H 0.72163 4.20226 0.73559 0.0001
H -0.53121 2.72098 -2.02064 0.0000
H -2.32285 4.37964 -2.53030 0.0000
H -3.82745 5.15857 -0.73131 0.0000
H -3.57258 4.31274 1.57440 0.0000
H -1.78172 2.64954 2.09957 0.0000
N -0.65992 -2.52067 -0.13748 -0.0084
H -0.97550 -2.93052 0.74475 0.0029
H 0.16283 -3.04152 -0.44569 0.0055
H -1.38998 -2.68710 -0.83283 0.0037
F -0.44794 -0.73479 1.95837 0.1683
P 0.34041 0.46687 4.31529 -0.0004
F 1.64771 -0.20737 3.75948 0.0002
F 0.79131 1.17357 5.57580 0.0000
F 0.63840 1.64078 3.23713 0.0006
F -0.11973 -0.92547 4.82712 -0.0003
F -1.17082 0.87036 4.15291 0.0001
S -4.59832 0.27001 -1.00947 0.0213
C -4.48834 -0.05430 0.66788 0.0045
C -3.20938 -0.29521 1.02582 0.0058
N -2.32625 -0.22158 -0.04376 0.0086
C -2.94950 0.08054 -1.18390 0.0254
H -5.36173 -0.04959 1.30156 0.0002
H -2.84001 -0.53029 2.01212 -0.0005
H -2.43376 0.18994 -2.12831 -0.0002
F -0.07148 -0.23586 -1.74625 0.1733
P 0.04450 0.08598 -4.41029 -0.0006
F -1.24289 0.93050 -3.99867 0.0000
F 0.05039 0.28945 -5.90956 0.0000
F 0.89596 1.28473 -3.83934 -0.0002
F -0.83303 -1.19884 -4.17736 0.0000
F 1.31236 -0.82213 -4.20186 -0.0002

3.
47
Properties=species:S:1:pos:R:3:mulliken_charge:R:1 method="wB97M-V/def2-TZVPD" lumo_ev=0.670 total_charge=0 spin_multiplicity=1 homo_lumo_gap_ev=8.49 energy_ev=-36965.2088 smiles="CCc1cccc(NC(=S)N(CCOC)[C@H](C)c2ccco2)c1" e_above_lowest_kj_mol=263.61 homo_ev=-7.82
C 0.78754 0.52431 6.03005 -1.0544
H 1.15526 -0.42826 6.40432 0.3264
H 0.60473 1.18367 6.87557 0.3508
H -0.15481 0.34715 5.51648 0.3181
C 1.80617 1.14743 5.07368 -0.9408
C 2.05997 0.23321 3.90888 0.4492
C 1.27934 0.31799 2.76845 -0.5922
C 1.46748 -0.55189 1.69596 0.7339
C 2.47731 -1.50439 1.76221 -0.5112
C 3.25359 -1.59396 2.90321 -0.9551
C 3.04845 -0.74145 3.97202 -0.4393
H 3.66259 -0.82329 4.85682 0.4057
H 4.03371 -2.33894 2.95100 0.3741
H 2.65517 -2.16900 0.93498 0.4116
N 0.65521 -0.35448 0.57305 0.1194
C 0.25612 -1.23218 -0.38524 0.5504
N -0.45839 -0.70560 -1.41988 0.1868
C -0.63151 0.71577 -1.61649 -1.1730
H -1.07959 1.19026 -0.73235 0.3544
H -1.34084 0.84180 -2.43690 0.5697
C 0.68933 1.44710 -1.95082 -0.2364
O 0.61793 2.82820 -1.70002 -0.3798
C -0.13564 3.55658 -2.63978 -0.6789
H 0.00200 4.60690 -2.39122 0.2607
H 0.22358 3.37469 -3.65943 0.2997
H -1.20245 3.31259 -2.58971 0.2767
H 0.96708 1.25688 -2.99692 0.3079
H 1.49339 1.07770 -1.30955 0.3188
C -1.02360 -1.58806 -2.43710 0.6591
C -2.46493 -1.25439 -2.65756 -0.3640
C -3.17608 -0.92883 -3.77680 -0.4768
C -4.51410 -0.73183 -3.35354 -0.4645
C -4.51519 -0.94644 -2.01183 -0.6169
O -3.28284 -1.26220 -1.58196 -0.3355
H -5.29547 -0.90750 -1.27819 0.4710
H -5.35026 -0.46783 -3.96756 0.4460
H -2.80602 -0.84664 -4.77772 0.5088
C -0.21326 -1.54705 -3.73011 -1.8821
H -0.60158 -2.28153 -4.42919 0.4951
H 0.82267 -1.79027 -3.50972 0.3652
H -0.25696 -0.56417 -4.19304 0.3520
H -0.95571 -2.59938 -2.01213 0.4931
S 0.58050 -2.85492 -0.30581 -0.4156
H 0.18608 0.54108 0.58774 0.0781
H 0.50825 1.07570 2.70820 0.3187
H 1.42631 2.10737 4.71744 0.3469
H 2.73947 1.32808 5.61051 0.3682

4.
48
Properties=species:S:1:pos:R:3:mulliken_charge:R:1 method="wB97M-V/def2-TZVPD" lumo_ev=0.562 total_charge=0 spin_multiplicity=1 homo_lumo_gap_ev=9.23 energy_ev=-39015.1020 smiles="COC(=O)CCCCCCCCC(=O)Nc1nc2ccccc2s1" e_above_lowest_kj_mol=0.00 homo_ev=-8.66
C -2.37309 1.53499 -1.39445 -0.7483
H -1.70646 2.00757 -0.67135 0.1548
H -2.72764 2.27210 -2.11396 0.2708
H -3.21463 1.06857 -0.88007 0.3920
O -1.64279 0.54881 -2.11606 -0.3353
C -1.90694 -0.73996 -1.87304 0.8079
O -2.74018 -1.11987 -1.09254 -0.5986
C -1.03275 -1.62266 -2.73321 -0.8063
H -0.99745 -1.16972 -3.72487 0.3821
C 0.40080 -1.75217 -2.18575 -0.1842
C 0.59345 -2.95043 -1.25541 -1.2362
C -0.19367 -2.88193 0.05296 -0.5645
C 0.33344 -1.81415 1.00932 0.6486
C -0.40850 -1.81357 2.34750 -1.0913
C -1.82429 -1.23866 2.28112 -0.9647
C -1.84328 0.28217 2.06721 1.3840
C -1.22495 0.97180 3.24549 -0.1320
O -1.67461 0.95434 4.36527 -0.6491
N -0.02370 1.65142 3.05056 -0.0618
C 0.72497 1.89507 1.94351 0.4913
N 0.41335 1.69541 0.71816 0.0156
C 1.41728 2.06028 -0.13831 -0.4899
C 1.37732 1.96512 -1.52500 0.1952
C 2.47702 2.37517 -2.25139 -0.9536
C 3.60978 2.88140 -1.62181 -0.4727
C 3.66791 2.99049 -0.24478 -0.4646
C 2.57110 2.57787 0.48814 0.3368
S 2.34644 2.59130 2.21508 -0.3676
H 4.54165 3.38497 0.24962 0.4025
H 4.45563 3.19582 -2.21384 0.3751
H 2.45690 2.30331 -3.32824 0.4119
H 0.49639 1.57867 -2.01104 0.4350
H 0.36359 2.01106 3.91747 0.2474
H -2.88372 0.60544 2.00204 0.4841
H -1.32582 0.54622 1.15173 -1.0026
H -2.37871 -1.70187 1.46560 0.4041
H -2.34018 -1.46095 3.21717 0.4363
H 0.16981 -1.24490 3.08084 0.4370
H -0.46789 -2.84216 2.71169 0.4450
H 1.39392 -2.00584 1.19738 0.4245
H 0.25735 -0.82970 0.54786 -0.6522
H -1.24431 -2.70042 -0.16542 0.2050
H -0.12285 -3.85469 0.54664 0.4376
H 1.65883 -3.03593 -1.02451 0.4207
H 0.30223 -3.85598 -1.79384 0.3806
H 1.07903 -1.87506 -3.03298 0.4281
H 0.68549 -0.83150 -1.67593 -0.0729
H -1.49526 -2.60725 -2.80455 0.3943